Entry 1:
An isolated molecule of C11H17NO4S2 at a distorted geometry. Source: the OMol25 dataset; level of theory: ωB97M-V/def2-TZVPD.

Last column: natural (NBO) charge in e.
Atoms and positions in Å:
O (-3.14, 2.06, -1.45)  -0.558
C (-2.16, 1.44, -2.14)  0.995
O (-1.97, 0.00, -2.47)  -0.531
C (-0.78, -0.21, -3.33)  -0.111
C (0.15, 1.13, -3.07)  0.093
C (1.40, 1.00, -1.96)  -0.444
C (1.63, 2.40, -1.16)  -0.439
C (2.48, 2.32, 0.23)  -0.550
S (2.29, 0.77, 1.24)  0.233
C (0.46, 0.44, 1.69)  -0.030
S (-0.83, 1.45, 1.11)  -0.088
N (0.23, -0.77, 2.56)  -0.507
C (-1.11, -0.81, 3.21)  -0.261
C (-2.14, -1.61, 2.18)  -0.098
O (-1.75, -3.02, 2.26)  -0.555
C (-0.38, -3.27, 1.81)  -0.087
C (0.68, -2.06, 1.94)  -0.263
O (-0.95, 2.07, -2.76)  -0.548
H (-1.22, 0.01, -4.40)  0.193
H (-0.28, -1.27, -3.32)  0.230
H (0.54, 1.44, -4.13)  0.205
H (2.35, 0.73, -2.62)  0.223
H (1.11, 0.07, -1.30)  0.230
H (2.24, 3.12, -1.90)  0.214
H (0.63, 3.00, -0.92)  0.262
H (3.63, 2.45, -0.07)  0.250
H (2.24, 3.26, 0.92)  0.248
H (-1.01, -1.53, 4.17)  0.219
H (-1.53, 0.20, 3.62)  0.251
H (-3.24, -1.42, 2.55)  0.217
H (-1.98, -1.29, 1.05)  0.198
H (0.09, -4.23, 2.34)  0.206
H (-0.44, -3.57, 0.66)  0.175
H (1.60, -2.45, 2.59)  0.208
H (1.14, -1.86, 0.86)  0.221

## Properties
* total energy: -1581.1661 Eh
* charge: 0
* Kohn-Sham gap: 8.3318 eV
* molar mass: 291.39 g mol⁻¹
* multiplicity: 1
* SMILES: O=C1OC[C@H](CCCSC(=S)N2CCOCC2)O1


Entry 2:
A cluster of 2 separate species, C11H18 in total at a distorted geometry. Source: the OMol25 dataset; level of theory: ωB97M-V/def2-TZVPD.

Last column: natural (NBO) charge in e.
Atoms and positions in Å:
C (1.96, 0.63, -1.77)  -0.629
C (-0.65, -2.03, -2.50)  -0.403
C (-1.86, -1.31, -2.68)  -0.222
C (0.58, -1.40, -2.13)  -0.384
C (0.61, -0.03, -2.10)  0.000
C (-1.82, 0.07, -2.58)  -0.348
C (-0.56, 0.71, -2.21)  -0.435
H (-0.79, -3.10, -2.32)  0.159
H (-2.75, -1.89, -2.85)  0.176
H (1.40, -2.12, -2.12)  0.179
H (-2.79, 0.54, -2.52)  0.172
H (2.10, 1.66, -2.09)  0.189
H (2.77, 0.01, -2.11)  0.199
H (-0.55, 1.79, -2.05)  0.173
H (1.95, 0.69, -0.68)  0.194
C (0.16, 0.06, 2.60)  -0.233
C (-1.21, 0.50, 3.14)  -0.608
C (-0.06, -0.22, 1.06)  -0.603
C (1.31, 1.08, 2.68)  -0.611
H (0.59, -0.77, 3.18)  0.184
H (-1.23, 1.58, 3.35)  0.195
H (0.01, 0.72, 0.54)  0.212
H (0.70, -0.94, 0.74)  0.219
H (-1.01, -0.69, 0.82)  0.214
H (0.87, 2.09, 2.82)  0.189
H (2.02, 0.93, 3.49)  0.195
H (1.73, 1.21, 1.69)  0.220
H (-1.46, 0.03, 4.11)  0.191
H (-2.01, 0.20, 2.48)  0.215

## Properties
* ΔE to the lowest compared entry with this formula, charge and spin: 100.1 kJ/mol
* total energy: -429.8509 Eh
* charge: -1
* Kohn-Sham gap (spin up / spin down): 2.6499 / 6.7310 eV
* molar mass: 150.27 g mol⁻¹
* multiplicity: 2


Entry 3:
A cluster of 2 separate species, C11H18 in total at a distorted geometry. Source: the OMol25 dataset; level of theory: ωB97M-V/def2-TZVPD.

Last column: natural (NBO) charge in e.
Atoms and positions in Å:
C (0.72, -1.58, -2.37)  -0.633
C (-0.26, -1.42, -1.24)  -0.009
C (0.10, -1.64, 0.07)  -0.223
C (-0.82, -1.47, 1.12)  -0.197
C (-2.11, -1.09, 0.84)  -0.229
C (-2.45, -0.78, -0.47)  -0.202
C (-1.56, -0.96, -1.50)  -0.221
H (1.75, -1.38, -2.06)  0.218
H (0.47, -0.91, -3.18)  0.215
H (0.62, -2.57, -2.84)  0.223
H (1.11, -1.91, 0.34)  0.208
H (-0.40, -1.66, 2.10)  0.214
H (-2.88, -1.04, 1.60)  0.214
H (-3.47, -0.42, -0.64)  0.212
H (-1.86, -0.71, -2.52)  0.210
C (1.90, 2.77, -0.11)  -0.599
C (1.19, 1.60, 0.55)  -0.229
C (2.06, 0.91, 1.62)  -0.610
C (-0.17, 2.07, 1.07)  -0.604
H (2.32, 3.54, 0.55)  0.200
H (1.22, 3.29, -0.80)  0.204
H (2.74, 2.42, -0.73)  0.202
H (1.01, 0.90, -0.27)  0.200
H (2.23, -0.14, 1.40)  0.206
H (3.04, 1.39, 1.67)  0.206
H (1.58, 0.99, 2.60)  0.207
H (-0.88, 2.12, 0.24)  0.210
H (-0.59, 1.36, 1.79)  0.208
H (-0.10, 3.05, 1.56)  0.200

## Properties
* ΔE to the lowest compared entry with this formula, charge and spin: 32.1 kJ/mol
* total energy: -429.9284 Eh
* charge: 0
* Kohn-Sham gap: 10.0077 eV
* molar mass: 150.27 g mol⁻¹
* multiplicity: 1
* SMILES: Cc1ccccc1.CC(C)C


Entry 4:
A cluster of 2 separate species, C11H18 in total at a distorted geometry. Source: the OMol25 dataset; level of theory: ωB97M-V/def2-TZVPD.

Last column: natural (NBO) charge in e.
Atoms and positions in Å:
C (3.64, -0.05, 2.31)  -0.633
C (2.55, -0.73, 1.51)  -0.014
C (1.58, -1.46, 2.21)  -0.208
C (0.58, -2.11, 1.50)  -0.209
C (0.55, -2.03, 0.12)  -0.226
C (1.43, -1.21, -0.57)  -0.201
C (2.49, -0.65, 0.13)  -0.222
H (4.31, -0.81, 2.69)  0.220
H (3.27, 0.65, 3.05)  0.221
H (4.28, 0.54, 1.67)  0.211
H (1.69, -1.51, 3.30)  0.211
H (-0.19, -2.69, 2.00)  0.214
H (-0.14, -2.63, -0.46)  0.212
H (1.27, -1.00, -1.62)  0.215
H (3.20, 0.00, -0.36)  0.207
C (-2.50, 2.47, -0.74)  -0.604
C (-1.88, 1.12, -1.07)  -0.228
C (-2.87, 0.02, -0.66)  -0.599
C (-1.40, 0.89, -2.51)  -0.617
H (-3.55, 2.60, -1.03)  0.205
H (-1.90, 3.29, -1.15)  0.204
H (-2.35, 2.61, 0.33)  0.210
H (-1.00, 1.01, -0.42)  0.198
H (-3.86, 0.28, -1.02)  0.197
H (-2.62, -0.96, -1.07)  0.200
H (-2.96, -0.13, 0.42)  0.208
H (-1.67, 1.67, -3.23)  0.212
H (-0.31, 0.98, -2.53)  0.207
H (-1.63, -0.14, -2.81)  0.209

## Properties
* ΔE to the lowest compared entry with this formula, charge and spin: 61.8 kJ/mol
* total energy: -429.9171 Eh
* charge: 0
* Kohn-Sham gap: 9.9989 eV
* molar mass: 150.27 g mol⁻¹
* multiplicity: 1
* SMILES: Cc1ccccc1.CC(C)C


Entry 5:
A cluster of 2 separate species, C11H18 in total at a distorted geometry. Source: the OMol25 dataset; level of theory: ωB97M-V/def2-TZVPD.

Last column: natural (NBO) charge in e.
Atoms and positions in Å:
C (-0.49, -2.62, 1.94)  -0.628
C (-1.11, -1.26, 1.74)  0.014
C (-2.22, -1.26, 0.86)  -0.255
C (-2.77, -0.03, 0.51)  -0.156
C (-2.72, 1.12, 1.31)  -0.271
C (-1.69, 0.92, 2.17)  -0.159
C (-0.74, -0.12, 2.36)  -0.257
H (-0.80, -3.33, 1.29)  0.209
H (-0.85, -2.93, 2.93)  0.220
H (0.55, -2.59, 1.79)  0.218
H (-2.56, -2.21, 0.38)  0.218
H (-3.57, -0.03, -0.36)  0.199
H (-3.30, 1.97, 1.12)  0.231
H (-1.35, 1.77, 2.91)  0.191
H (0.03, -0.03, 3.13)  0.225
C (2.74, 2.20, -2.15)  -0.613
C (2.19, 0.72, -1.95)  -0.215
C (1.31, 0.42, -3.23)  -0.588
C (3.33, -0.17, -1.81)  -0.627
H (3.68, 2.12, -2.75)  0.194
H (3.33, 2.55, -1.33)  0.213
H (2.01, 2.79, -2.59)  0.204
H (1.44, 0.74, -1.07)  0.197
H (0.82, -0.66, -2.92)  0.199
H (0.66, 1.23, -3.50)  0.207
H (1.94, 0.27, -4.05)  0.193
H (4.28, 0.38, -1.85)  0.206
H (3.25, -0.71, -0.85)  0.219
H (3.42, -0.84, -2.71)  0.211

## Properties
* ΔE to the lowest compared entry with this formula, charge and spin: 295.5 kJ/mol
* total energy: -429.8280 Eh
* charge: 0
* Kohn-Sham gap: 9.8962 eV
* molar mass: 150.27 g mol⁻¹
* multiplicity: 1
* SMILES: Cc1ccccc1.CC(C)C


Entry 6:
A structure of composition C11H18AgO7S3. Source: the OMol25 dataset; level of theory: ωB97M-V/def2-TZVPD.

Last column: natural (NBO) charge in e.
Atoms and positions in Å:
C (2.65, 2.85, -0.36)  -0.597
C (2.78, 1.34, -0.39)  0.063
C (1.65, 0.73, -1.21)  -0.119
O (2.00, -0.52, -1.78)  -0.516
C (1.23, -1.60, -1.47)  0.797
O (1.73, -2.65, -1.18)  -0.526
C (-0.27, -1.40, -1.57)  -0.661
S (-0.92, -1.22, 0.13)  0.191
C (-2.71, -1.44, -0.19)  -0.028
C (-3.48, -1.38, 1.14)  -0.447
C (-4.29, -0.11, 1.39)  -0.447
C (-3.59, 1.21, 1.11)  -0.101
O (-3.85, 1.62, -0.27)  -0.691
S (-2.82, 0.98, -1.30)  1.689
O (-3.19, 1.42, -2.61)  -0.860
O (-3.24, -0.58, -1.21)  -0.696
O (2.66, 0.87, 1.01)  -0.532
C (3.69, 0.13, 1.48)  0.795
O (4.47, 0.51, 2.30)  -0.470
C (3.75, -1.28, 0.91)  -0.752
S (4.78, -2.24, 2.00)  0.813
H (3.24, 3.32, -1.14)  0.265
H (1.59, 3.15, -0.48)  0.136
H (2.96, 3.22, 0.61)  0.267
H (3.74, 1.02, -0.78)  0.219
H (0.80, 0.61, -0.53)  0.183
H (1.40, 1.43, -2.02)  0.209
H (-0.69, -2.30, -2.00)  0.286
H (-0.52, -0.53, -2.16)  0.228
H (-2.80, -2.44, -0.60)  0.240
H (-2.79, -1.56, 1.96)  0.230
H (-4.18, -2.21, 1.13)  0.257
H (-5.21, -0.12, 0.81)  0.251
H (-4.60, -0.11, 2.44)  0.252
H (-3.95, 2.01, 1.75)  0.241
H (-2.51, 1.10, 1.26)  0.156
H (2.77, -1.75, 0.85)  0.309
H (4.20, -1.28, -0.09)  0.330
H (4.37, -3.46, 1.57)  0.160
Ag (-0.85, 2.66, -0.48)  0.877

## Properties
* total energy: -2297.4050 Eh
* charge: +2
* Kohn-Sham gap (spin up / spin down): 7.1847 / 4.2888 eV
* molar mass: 466.33 g mol⁻¹
* multiplicity: 2


Entry 7:
A structure of composition C11H18AsMnN3O8P2S. Source: the OMol25 dataset; level of theory: ωB97M-V/def2-TZVPD.

Last column: natural (NBO) charge in e.
Atoms and positions in Å:
Mn (-0.26, -1.25, 0.79)  1.000
N (1.88, -0.56, 4.33)  -0.783
C (1.09, -0.49, 3.23)  0.246
S (1.66, -1.15, 1.73)  0.253
N (-0.06, 0.12, 3.32)  -0.340
N (-0.71, 0.15, 2.12)  -0.258
C (-1.63, 1.04, 2.00)  0.178
C (-2.23, 1.35, 0.75)  -0.222
C (-3.31, 2.25, 0.69)  -0.137
C (-3.83, 2.65, -0.51)  -0.233
C (-3.26, 2.17, -1.70)  -0.158
C (-2.20, 1.30, -1.68)  -0.262
C (-1.67, 0.87, -0.45)  0.432
O (-0.65, 0.03, -0.47)  -0.620
H (2.62, -1.23, 4.34)  0.407
H (1.47, -0.28, 5.20)  0.410
H (-1.89, 1.62, 2.89)  0.216
H (-3.73, 2.62, 1.62)  0.218
H (-4.67, 3.33, -0.55)  0.224
H (-3.67, 2.49, -2.65)  0.224
H (-1.76, 0.93, -2.60)  0.224
O (-3.32, -1.74, 2.05)  -0.998
P (-2.32, -2.85, 1.50)  2.527
O (-2.82, -4.21, 1.62)  -1.047
O (-0.92, -2.45, 2.06)  -0.944
O (-2.07, -2.27, -0.02)  -1.077
P (-1.05, -2.98, -1.17)  2.525
O (-1.30, -2.01, -2.39)  -0.981
O (-1.37, -4.37, -1.45)  -1.042
O (0.28, -2.55, -0.50)  -1.019
H (-4.19, -2.14, 2.19)  0.520
H (-0.88, -1.15, -2.20)  0.506
C (4.18, -0.51, -2.74)  -0.951
As (2.92, 0.19, -1.41)  0.879
C (2.30, 1.74, -2.45)  -0.954
C (4.22, 1.16, -0.31)  -0.956
H (4.83, 0.28, -3.11)  0.211
H (3.63, -0.94, -3.57)  0.229
H (4.78, -1.29, -2.28)  0.228
H (3.15, 2.31, -2.84)  0.214
H (1.69, 2.39, -1.82)  0.223
H (1.69, 1.40, -3.29)  0.224
H (4.88, 1.77, -0.93)  0.214
H (4.83, 0.44, 0.25)  0.225
H (3.70, 1.79, 0.40)  0.223

## Properties
* total energy: -5664.0610 Eh
* charge: 0
* Kohn-Sham gap (spin up / spin down): 5.4774 / 6.6654 eV
* molar mass: 544.15 g mol⁻¹
* multiplicity: 2